The following is a DFT calculation (ωB97M-V/def2-TZVPD) of a structure of composition C33H41Br2F9I3N4O6.

Atoms and positions in Å:
C 2.04882 -2.56181 -1.33332
C 1.34684 -1.39350 -2.03140
N 0.93022 -0.17030 -1.32483
C 1.48908 0.74193 -0.39478
C 1.35721 2.12981 -1.08013
C 1.49100 2.16623 -2.45362
C 1.33676 3.36040 -3.12342
N 1.05558 4.51360 -2.53282
C 0.92071 4.47655 -1.21797
C 1.07480 3.32518 -0.46719
C 2.99183 0.57617 -0.04524
F 3.06341 -0.70860 0.48943
I 4.30234 0.34451 -1.74859
N 3.49888 1.43743 0.98396
C 4.32495 2.61339 0.86604
I 4.27096 3.83694 -0.85190
C 5.16142 3.02409 1.84033
C 5.47997 2.39015 3.17663
I 6.35047 4.74007 1.67198
C 2.81768 1.24028 2.25699
C 3.42799 0.12838 3.13197
Br 2.50639 -0.07100 4.76715
C 4.53424 -0.59589 2.93648
C 5.52086 -0.56983 1.80722
Br 5.09503 -1.85798 4.21124
C 1.25909 1.26859 2.22662
C 0.69250 2.60876 2.74089
C 0.78043 2.71901 4.25228
O -0.12506 2.50961 4.99938
O 1.99317 3.15884 4.63346
N 0.63046 0.61465 0.97394
C 0.62915 -0.89842 1.35552
C -0.64699 -1.64879 1.76518
C -1.62195 -1.34801 2.93196
C -1.16481 -0.37417 4.01213
C -3.01227 -0.90774 2.43273
C -0.84460 0.88863 0.81581
C -1.43881 2.15469 0.19549
O -1.85665 3.06553 0.82853
O -1.64093 2.06736 -1.18345
C -2.71859 1.27647 -1.52319
C -2.73527 0.94195 -2.97142
O -3.50658 0.93317 -0.69392
H 1.60466 -3.48925 -1.68220
H 3.09847 -2.60521 -1.60197
H 2.00728 -2.57354 -0.25478
H 0.43325 -1.79555 -2.45008
H 1.93230 -1.14362 -2.91793
H 0.12658 0.23347 -1.76554
H 1.72130 1.29197 -3.04009
H 1.44639 3.38223 -4.19707
H 0.67816 5.40327 -0.72110
H 0.91741 3.40610 0.57413
H 4.63573 2.03753 3.74893
H 6.22657 1.60705 3.06594
H 5.95233 3.12718 3.81328
H 3.01057 2.15622 2.80376
H 6.49491 -0.85546 2.18944
H 5.27948 -1.30383 1.04716
H 5.64393 0.39393 1.33034
H 0.96747 0.60790 3.02965
H -0.35602 2.74591 2.51231
H 1.28432 3.45311 2.40962
H 1.92626 3.45081 5.55582
H 0.95349 -1.43810 0.48979
H 1.45039 -1.07187 2.04020
H -1.25664 -1.78990 0.87318
H -0.24347 -2.64987 1.92013
H -1.83061 -2.29323 3.42525
H -0.13518 -0.54149 4.30753
H -1.32570 0.66641 3.74032
H -1.75991 -0.53999 4.90587
H -3.73557 -1.10844 3.21981
H -3.33569 -1.47277 1.56326
H -3.07932 0.16206 2.25175
H -1.28528 0.07983 0.25451
H -1.22832 0.88209 1.82325
H -2.47981 1.83559 -3.53372
H -1.91231 0.24864 -3.14430
H -3.68938 0.52779 -3.25996
C -6.43045 -3.80559 -3.67161
C -6.28365 -3.17817 -5.06465
C -5.46788 -3.93694 -6.11577
F -4.18432 -4.07029 -5.71589
F -5.48367 -3.22562 -7.26112
F -5.81877 -1.91327 -4.95371
F -7.54232 -3.11527 -5.57794
O -5.57672 -3.31806 -2.65021
C -4.34640 -3.83225 -2.39695
C -3.25593 -2.77330 -2.59387
F -3.24298 -2.30278 -3.85443
F -2.04207 -3.33372 -2.34546
F -4.07570 -4.94134 -3.10175
F -4.29309 -4.15867 -1.08419
H -7.42401 -3.50677 -3.34428
H -6.42768 -4.89440 -3.71930
H -5.89814 -4.92441 -6.30081
H -3.41398 -1.94242 -1.90071

**Kohn-Sham gap**: 0.293 Ha
**HOMO**: -10.948 eV
**Energy relative to the best compared isomer or geometry (same formula, charge and spin)**: 0.0 kcal per mole
**Multiplicity**: 1
**Electronic energy**: -241965.627 eV
**LUMO level**: -2.98 eV
**Total charge**: +1